{"formula": "C5H10O2", "method": "ωB97M-V/def2-TZVPD", "fmax_ev_per_a": 0.32, "homo_lumo_gap_ev": 10.655, "smiles": "C[C@H]1OCC[C@H]1O", "total_energy_ha": -346.9792, "lumo_energy_ev": 0.97, "e_above_lowest_kj_mol": 121.3, "homo_energy_ev": -9.68, "species": ["C", "C", "O", "C", "C", "C", "O", "H", "H", "H", "H", "H", "H", "H", "H", "H", "H"], "coordinates": [[-1.78166, -1.11973, -0.41739], [-0.33083, -0.75127, -0.20541], [0.08865, 0.07656, -1.29102], [1.26509, 0.78433, -0.89991], [1.44252, 0.53228, 0.60766], [0.03226, 0.09608, 1.01923], [-0.84151, 1.19270, 1.19656], [-1.88970, -1.60099, -1.39421], [-2.41888, -0.23202, -0.39150], [-2.12090, -1.81930, 0.35317], [0.28177, -1.66905, -0.17505], [1.10566, 1.84715, -1.12047], [2.12203, 0.44251, -1.49209], [2.14439, -0.29059, 0.78428], [1.79433, 1.41046, 1.15427], [0.00740, -0.46848, 1.95532], [-0.92993, 1.62860, 0.33696]], "forces_ev_per_a": [[-0.027, 0.004, 0.022], [-0.106, -0.115, 0.104], [-0.027, -0.028, -0.084], [0.222, 0.183, 0.003], [0.037, 0.010, 0.041], [0.153, -0.280, 0.040], [-0.038, 0.135, -0.202], [-0.017, 0.067, 0.146], [0.079, -0.107, 0.011], [0.059, 0.111, -0.080], [-0.064, 0.112, -0.024], [0.055, -0.138, 0.010], [-0.097, 0.019, 0.103], [-0.097, 0.132, -0.019], [-0.111, -0.106, -0.062], [0.040, 0.034, -0.148], [-0.060, -0.034, 0.140]]}

{"formula": "C5H10O2", "method": "ωB97M-V/def2-TZVPD", "fmax_ev_per_a": 0.39, "homo_lumo_gap_ev": 10.066, "smiles": "C[C@]1(O)C[C@@]1(C)O", "total_energy_ha": -346.9490, "lumo_energy_ev": 0.80, "e_above_lowest_kj_mol": 200.6, "homo_energy_ev": -9.27, "species": ["C", "C", "O", "C", "C", "C", "O", "H", "H", "H", "H", "H", "H", "H", "H", "H", "H"], "coordinates": [[-1.78836, -0.53928, -0.31776], [-0.60332, 0.36849, -0.05252], [-0.83829, 1.68635, -0.49633], [0.11379, 0.17573, 1.27228], [0.89646, 0.12119, -0.01471], [1.65421, -1.07210, -0.53515], [1.68589, 1.24837, -0.27489], [-2.66117, -0.02977, 0.12116], [-2.01203, -0.71326, -1.37386], [-1.71282, -1.49897, 0.20221], [-1.65309, 2.00508, -0.09035], [0.27572, 1.03772, 1.91432], [-0.09750, -0.75567, 1.79390], [2.58359, -1.18158, 0.03602], [1.09420, -2.00886, -0.49251], [1.93424, -0.86665, -1.57399], [1.12850, 2.02322, -0.11782]], "forces_ev_per_a": [[0.055, -0.061, -0.053], [0.011, -0.133, 0.062], [-0.252, 0.181, 0.229], [0.036, 0.037, 0.199], [-0.042, -0.272, -0.025], [-0.097, -0.044, 0.005], [-0.088, 0.190, 0.033], [0.122, -0.154, -0.102], [0.194, 0.071, 0.063], [0.161, 0.115, -0.180], [0.053, 0.020, 0.009], [0.053, -0.081, -0.097], [0.025, 0.154, -0.087], [-0.197, -0.024, -0.050], [-0.027, 0.137, 0.068], [-0.109, -0.115, 0.134], [0.100, -0.021, -0.208]]}

{"formula": "C5H10O2", "method": "ωB97M-V/def2-TZVPD", "fmax_ev_per_a": 0.75, "homo_lumo_gap_ev": 9.352, "total_energy_ha": -346.8031, "lumo_energy_ev": 0.91, "e_above_lowest_kj_mol": 583.8, "homo_energy_ev": -8.45, "species": ["C", "C", "O", "C", "C", "C", "O", "H", "H", "H", "H", "H", "H", "H", "H", "H", "H"], "coordinates": [[-2.10277, -0.39009, 0.67371], [-1.46907, 0.42330, -0.42682], [-1.19928, 1.72553, -0.20959], [0.37852, -0.46583, -0.53177], [1.68130, 0.35027, -0.72039], [1.96970, -0.09656, 0.72391], [0.78455, -0.93080, 0.74837], [-3.12186, -0.00621, 0.82183], [-2.15969, -1.45458, 0.41452], [-1.54211, -0.26953, 1.60507], [-1.79996, 0.13597, -1.44396], [-0.27085, 0.84243, -0.39678], [0.13667, -1.26168, -1.24936], [2.36073, -0.04479, -1.48304], [1.55330, 1.43092, -0.87397], [1.91926, 0.70138, 1.47769], [2.88156, -0.68974, 0.87058]], "forces_ev_per_a": [[0.057, 0.017, -0.008], [-0.072, -0.746, -0.068], [0.171, -0.357, -0.076], [-0.455, 0.168, -0.082], [-0.042, 0.085, -0.039], [0.226, 0.075, 0.045], [-0.030, 0.161, -0.137], [0.223, -0.025, -0.071], [0.020, 0.226, 0.038], [-0.110, -0.006, -0.170], [0.086, 0.136, 0.245], [0.342, 0.287, 0.050], [0.017, 0.273, 0.229], [-0.201, 0.061, 0.194], [0.040, -0.246, 0.060], [-0.027, -0.218, -0.182], [-0.245, 0.109, -0.029]]}

{"formula": "C5H10O2", "method": "ωB97M-V/def2-TZVPD", "fmax_ev_per_a": 0.65, "homo_lumo_gap_ev": 8.860, "total_energy_ha": -346.8561, "lumo_energy_ev": 0.16, "e_above_lowest_kj_mol": 444.6, "homo_energy_ev": -8.70, "species": ["C", "C", "O", "C", "C", "C", "O", "H", "H", "H", "H", "H", "H", "H", "H", "H", "H"], "coordinates": [[-0.60941, -2.44744, -1.01958], [-0.95311, -1.12787, -0.37222], [0.11001, -0.17658, -0.65611], [-0.25592, 1.06136, -0.54956], [0.70617, 1.18196, 1.94256], [0.73149, 2.05428, -0.99537], [1.24220, 2.97777, -0.39586], [0.31277, -2.86048, -0.60201], [-1.42066, -3.15962, -0.83953], [-0.48510, -2.32889, -2.09984], [-1.88022, -0.69069, -0.74953], [-1.02201, -1.21019, 0.71790], [-0.18532, 1.27148, 1.29919], [1.37188, 2.01429, 1.71317], [0.34228, 1.22794, 2.96656], [1.20904, 0.22957, 1.74849], [0.78592, 1.98310, -2.10827]], "forces_ev_per_a": [[0.019, -0.023, -0.012], [-0.167, -0.202, 0.039], [-0.112, 0.460, -0.041], [0.086, -0.236, -0.372], [0.036, 0.014, 0.122], [0.107, 0.343, 0.115], [-0.172, -0.513, -0.361], [-0.110, 0.045, -0.067], [0.123, 0.088, -0.027], [-0.026, -0.027, 0.140], [0.113, -0.079, 0.040], [0.055, 0.022, -0.152], [0.091, 0.042, 0.285], [-0.109, -0.157, 0.172], [0.143, -0.005, 0.091], [-0.131, 0.158, 0.081], [0.054, 0.071, -0.052]]}

{"formula": "C5H10O2", "method": "ωB97M-V/def2-TZVPD", "fmax_ev_per_a": 0.43, "homo_lumo_gap_ev": 8.179, "total_energy_ha": -346.7974, "lumo_energy_ev": 0.24, "e_above_lowest_kj_mol": 598.6, "homo_energy_ev": -7.94, "species": ["C", "O", "C", "C", "C", "C", "O", "H", "H", "H", "H", "H", "H", "H", "H", "H", "H"], "coordinates": [[2.61308, -0.34308, 0.58114], [1.36392, 0.35020, 0.60878], [0.30569, -0.33265, 0.17629], [-0.96127, 0.32977, -0.07177], [-2.24243, -0.43891, 0.14600], [-1.00922, 1.72365, -0.47050], [-2.03546, 2.36761, -0.63671], [2.53762, -1.31218, 1.09077], [3.33147, 0.29552, 1.09758], [2.91547, -0.49970, -0.46129], [0.23137, -1.38547, 0.46394], [0.86040, -0.80853, -1.30800], [-0.12059, -0.26064, -1.11625], [-3.06677, 0.18061, -0.21818], [-2.26391, -1.38301, -0.41589], [-2.43945, -0.67583, 1.19926], [-0.01989, 2.19268, -0.66516]], "forces_ev_per_a": [[0.138, -0.117, -0.013], [-0.114, 0.035, -0.116], [-0.103, -0.145, -0.114], [-0.212, 0.165, -0.003], [-0.033, -0.047, -0.037], [0.033, -0.190, -0.040], [0.341, -0.223, 0.126], [-0.027, 0.175, -0.078], [-0.158, -0.117, -0.106], [-0.021, 0.023, 0.181], [0.042, 0.209, -0.015], [-0.213, 0.169, 0.292], [0.211, 0.014, -0.140], [0.125, -0.105, 0.068], [0.009, 0.112, 0.079], [0.102, 0.073, -0.128], [-0.120, -0.030, 0.046]]}

{"formula": "C5H10O2", "method": "ωB97M-V/def2-TZVPD", "fmax_ev_per_a": 0.52, "homo_lumo_gap_ev": 9.481, "total_energy_ha": -346.8487, "lumo_energy_ev": 1.08, "e_above_lowest_kj_mol": 464.1, "homo_energy_ev": -8.40, "species": ["C", "C", "C", "O", "C", "C", "O", "H", "H", "H", "H", "H", "H", "H", "H", "H", "H"], "coordinates": [[0.39635, 2.51687, -0.12697], [0.84910, 1.29122, -0.91818], [0.53502, 0.00358, -0.20197], [-0.84177, -0.39892, -0.26100], [0.14948, -1.21023, -0.91854], [-0.90126, -2.89709, 1.68813], [-1.83072, -1.98341, 1.69729], [0.58986, 3.43834, -0.68516], [-0.67784, 2.46462, 0.07889], [0.92323, 2.58823, 0.83158], [0.35283, 1.26902, -1.89603], [1.92987, 1.33300, -1.10537], [0.97646, -0.12006, 0.78918], [-1.56568, -1.29205, 1.03851], [0.30119, -2.17808, -0.44429], [0.08725, -1.18362, -2.00554], [-1.27337, -3.64140, 2.43948]], "forces_ev_per_a": [[-0.016, 0.050, 0.040], [0.016, -0.049, -0.042], [0.189, 0.132, 0.004], [-0.230, 0.003, 0.112], [0.126, -0.172, -0.148], [-0.423, 0.027, 0.301], [0.349, -0.136, -0.144], [-0.025, -0.137, 0.089], [0.147, 0.014, -0.026], [-0.080, -0.022, -0.134], [0.070, -0.009, 0.130], [-0.136, -0.014, 0.038], [-0.078, 0.010, -0.143], [-0.053, -0.009, 0.021], [0.000, 0.176, -0.125], [0.020, 0.018, 0.161], [0.124, 0.117, -0.134]]}

{"formula": "C5H10O2", "method": "ωB97M-V/def2-TZVPD", "fmax_ev_per_a": 3.57, "homo_lumo_gap_ev": 8.353, "total_energy_ha": -346.8405, "lumo_energy_ev": 0.25, "e_above_lowest_kj_mol": 485.6, "homo_energy_ev": -8.10, "species": ["O", "C", "C", "C", "C", "O", "C", "H", "H", "H", "H", "H", "H", "H", "H", "H", "H"], "coordinates": [[-0.26966, -2.01297, 1.05814], [-0.91358, -0.84343, 1.55745], [-0.19336, 0.36467, 0.96239], [-0.25858, 0.38426, -0.54780], [0.88653, 1.61470, -1.28913], [1.23856, 1.00436, -2.39566], [0.55616, -0.53520, -1.30764], [-0.83928, -2.77584, 1.24555], [-0.86679, -0.80670, 2.65990], [-1.97531, -0.81315, 1.26360], [0.85680, 0.34393, 1.28851], [-0.63933, 1.28058, 1.37391], [-1.25099, 0.56325, -0.96358], [1.59180, 1.62104, -0.47041], [0.44438, 2.60149, -1.39412], [0.20496, -1.01918, -2.20408], [1.42767, -0.97181, -0.83701]], "forces_ev_per_a": [[-0.434, -0.327, 0.078], [-0.026, 0.427, 0.197], [-0.064, -0.282, 0.073], [0.810, 2.415, -0.509], [-2.272, -0.798, 2.636], [-0.056, -2.876, -0.779], [1.130, 1.289, -1.664], [0.342, 0.306, -0.095], [0.015, -0.079, -0.277], [0.215, -0.093, 0.020], [-0.171, -0.017, -0.048], [0.068, -0.163, -0.117], [0.061, -0.170, 0.064], [0.568, 0.105, 0.469], [-0.167, 0.461, -0.071], [-0.098, -0.264, 0.079], [0.080, 0.067, -0.055]]}

{"formula": "C5H10O2", "method": "ωB97M-V/def2-TZVPD", "fmax_ev_per_a": 0.53, "homo_lumo_gap_ev": 10.522, "smiles": "COC[C@@H](C)C=O", "total_energy_ha": -346.9573, "lumo_energy_ev": 0.91, "e_above_lowest_kj_mol": 179.0, "homo_energy_ev": -9.61, "species": ["C", "O", "C", "C", "C", "C", "O", "H", "H", "H", "H", "H", "H", "H", "H", "H", "H"], "coordinates": [[-0.70166, -1.67211, 1.71183], [-1.17959, -1.10360, 0.51643], [-0.79359, 0.23914, 0.30975], [-0.00725, 0.35773, -1.00438], [0.32914, 1.80238, -1.34889], [1.23674, -0.49827, -0.89581], [2.36462, -0.06039, -0.88161], [0.38404, -1.52317, 1.82810], [-0.90439, -2.74459, 1.65863], [-1.20681, -1.25710, 2.59749], [-0.17802, 0.60813, 1.14413], [-1.69123, 0.87000, 0.25582], [-0.64286, -0.09562, -1.77881], [0.85563, 1.85822, -2.30638], [-0.57813, 2.41237, -1.41728], [0.98830, 2.23880, -0.59199], [1.05404, -1.58836, -0.80232]], "forces_ev_per_a": [[0.102, -0.151, 0.258], [-0.042, -0.015, -0.044], [0.046, 0.216, -0.028], [0.014, 0.052, -0.045], [-0.003, 0.077, -0.007], [0.333, 0.099, 0.014], [-0.490, -0.189, -0.034], [-0.185, -0.035, -0.033], [0.019, 0.149, 0.049], [0.076, -0.040, -0.163], [-0.086, -0.063, -0.106], [0.131, -0.074, -0.005], [0.101, 0.045, 0.069], [-0.079, -0.003, 0.155], [0.116, -0.116, 0.018], [-0.098, -0.059, -0.094], [0.045, 0.107, -0.004]]}

Copy entry 8 word for word.
{"formula": "C5H10O2", "method": "ωB97M-V/def2-TZVPD", "fmax_ev_per_a": 0.53, "homo_lumo_gap_ev": 10.522, "smiles": "COC[C@@H](C)C=O", "total_energy_ha": -346.9573, "lumo_energy_ev": 0.91, "e_above_lowest_kj_mol": 179.0, "homo_energy_ev": -9.61, "species": ["C", "O", "C", "C", "C", "C", "O", "H", "H", "H", "H", "H", "H", "H", "H", "H", "H"], "coordinates": [[-0.70166, -1.67211, 1.71183], [-1.17959, -1.10360, 0.51643], [-0.79359, 0.23914, 0.30975], [-0.00725, 0.35773, -1.00438], [0.32914, 1.80238, -1.34889], [1.23674, -0.49827, -0.89581], [2.36462, -0.06039, -0.88161], [0.38404, -1.52317, 1.82810], [-0.90439, -2.74459, 1.65863], [-1.20681, -1.25710, 2.59749], [-0.17802, 0.60813, 1.14413], [-1.69123, 0.87000, 0.25582], [-0.64286, -0.09562, -1.77881], [0.85563, 1.85822, -2.30638], [-0.57813, 2.41237, -1.41728], [0.98830, 2.23880, -0.59199], [1.05404, -1.58836, -0.80232]], "forces_ev_per_a": [[0.102, -0.151, 0.258], [-0.042, -0.015, -0.044], [0.046, 0.216, -0.028], [0.014, 0.052, -0.045], [-0.003, 0.077, -0.007], [0.333, 0.099, 0.014], [-0.490, -0.189, -0.034], [-0.185, -0.035, -0.033], [0.019, 0.149, 0.049], [0.076, -0.040, -0.163], [-0.086, -0.063, -0.106], [0.131, -0.074, -0.005], [0.101, 0.045, 0.069], [-0.079, -0.003, 0.155], [0.116, -0.116, 0.018], [-0.098, -0.059, -0.094], [0.045, 0.107, -0.004]]}